The following is a quantum chemistry calculation of a structure of composition C43H34Br4F2N7O9Ta, from the OMol25 dataset.

Each line ends with the Löwdin charge.
Cartesian coordinates (Å):
Ta: 0.94 1.50 -0.26  2.11
Br: -5.52 -1.22 1.36  0.69
C: -3.97 -0.58 0.46  -0.75
C: -3.93 -0.55 -0.92  -0.77
Br: -5.36 -1.22 -1.96  0.69
C: -2.80 -0.01 -1.57  -0.64
Br: -2.61 0.03 -3.44  0.80
C: -1.75 0.49 -0.82  -0.37
O: -0.64 1.01 -1.33  -0.24
C: -1.80 0.50 0.60  -0.43
O: -0.78 1.02 1.19  -0.17
C: -2.90 -0.08 1.22  -0.64
Br: -2.83 -0.22 3.11  0.75
C: -0.31 -2.42 5.89  -0.06
C: 0.66 -3.20 5.01  -0.19
N: 0.69 -2.71 3.64  -0.03
C: 1.53 -1.68 3.34  0.05
C: 1.54 -0.99 2.18  0.00
C: 2.35 0.29 2.16  -0.55
O: 3.38 0.36 2.79  0.10
O: 1.74 1.28 1.59  -0.16
C: 0.64 -1.39 1.14  -0.27
O: 0.48 -0.82 0.05  -0.04
C: -0.23 -2.52 1.44  -0.04
C: -1.16 -2.91 0.47  0.10
C: -2.13 -3.81 0.78  -0.19
F: -2.99 -4.22 -0.18  0.07
C: -2.28 -4.28 2.09  -0.14
C: -1.33 -3.95 3.03  0.04
C: -0.27 -3.09 2.71  -0.14
N: -3.44 -4.99 2.50  -0.11
C: -4.67 -4.90 1.74  -0.14
C: -5.83 -5.21 2.71  -0.07
N: -5.31 -5.04 4.10  0.05
C: -4.32 -6.12 4.43  -0.07
C: -3.34 -6.23 3.24  -0.12
H: -0.31 -2.82 6.90  0.08
H: -1.32 -2.46 5.49  0.06
H: -0.01 -1.37 5.93  0.09
H: 0.42 -4.27 4.99  0.11
H: 1.67 -3.12 5.40  0.12
H: 2.22 -1.39 4.12  0.15
H: -1.11 -2.47 -0.52  0.15
H: -1.47 -4.28 4.05  0.10
H: -4.72 -5.60 0.90  0.14
H: -4.77 -3.90 1.35  0.06
H: -6.19 -6.23 2.63  0.13
H: -6.67 -4.53 2.56  0.13
H: -6.06 -5.01 4.79  0.18
H: -4.80 -4.14 4.12  0.19
H: -4.88 -7.03 4.61  0.13
H: -3.81 -5.82 5.35  0.13
H: -3.60 -7.09 2.61  0.13
H: -2.33 -6.38 3.61  0.13
O: 0.20 3.47 -1.57  -0.13
N: -0.22 4.45 -0.92  0.04
N: -0.07 4.30 0.33  -0.16
O: 0.45 3.18 0.81  -0.24
C: -0.54 5.26 1.27  -0.16
C: -0.72 4.86 2.58  0.00
C: -1.19 5.78 3.50  -0.08
C: -1.47 7.08 3.11  -0.10
C: -1.28 7.46 1.79  -0.09
C: -0.81 6.56 0.86  -0.02
H: -0.49 3.84 2.86  0.12
H: -1.34 5.48 4.53  0.10
H: -1.84 7.80 3.84  0.10
H: -1.50 8.48 1.49  0.10
H: -0.65 6.84 -0.17  0.11
F: 2.51 0.32 -0.51  -0.37
O: 2.74 2.91 -0.71  -0.02
C: 2.76 2.54 -1.91  -0.56
N: 3.64 2.86 -2.88  0.18
C: 3.34 2.06 -4.06  -0.24
C: 2.04 1.31 -3.59  -0.38
O: 1.42 0.54 -4.28  0.09
N: 1.77 1.73 -2.33  0.03
C: 4.50 1.11 -4.37  -0.13
C: 5.77 1.67 -4.52  -0.03
C: 6.86 0.87 -4.82  -0.08
C: 6.69 -0.50 -4.99  -0.09
C: 5.43 -1.05 -4.86  -0.07
C: 4.33 -0.26 -4.55  -0.01
C: 3.02 2.91 -5.28  -0.14
C: 2.64 2.27 -6.47  -0.02
C: 2.35 3.02 -7.60  -0.07
C: 2.44 4.40 -7.56  -0.10
C: 2.81 5.04 -6.39  -0.09
C: 3.09 4.29 -5.25  -0.03
H: 4.57 3.17 -2.64  0.15
H: 5.90 2.74 -4.42  0.12
H: 7.84 1.32 -4.92  0.10
H: 7.55 -1.12 -5.22  0.10
H: 5.29 -2.12 -4.99  0.10
H: 3.35 -0.70 -4.45  0.11
H: 2.57 1.19 -6.49  0.12
H: 2.05 2.51 -8.51  0.10
H: 2.21 4.98 -8.45  0.10
H: 2.87 6.12 -6.35  0.10
H: 3.36 4.80 -4.33  0.11

Kohn-Sham gap   5.310 eV
Total charge   0
Strongest force on any atom   0.43 eV/Å
ΔE to the lowest compared entry with this formula, charge and spin   24.0 kcal per mole
HOMO energy   -6.82 eV
E_tot   -361160.3537 eV


The following is a quantum chemistry calculation of a structure of composition C43H34BrN4O3PtS3 at a distorted geometry, from the OMol25 dataset.

Each line ends with the Löwdin charge.
Cartesian coordinates (Å):
Pt: 0.27 0.29 -0.33  1.11
O: -5.25 1.52 0.46  0.04
C: -4.99 1.63 -0.89  -0.26
C: -5.98 1.82 -1.84  0.01
C: -5.63 1.88 -3.18  -0.04
C: -4.30 1.76 -3.56  -0.05
C: -3.32 1.58 -2.60  -0.02
C: -3.66 1.52 -1.26  -0.10
C: -2.61 1.38 -0.17  -0.36
O: -1.37 1.35 -0.65  -0.29
N: -2.93 0.20 0.66  0.16
N: -1.96 -0.43 1.17  0.03
C: -2.19 -1.33 2.13  -0.11
C: -1.11 -1.78 2.89  -0.53
Br: 0.56 -1.04 2.44  1.01
C: -1.33 -2.70 3.93  0.03
C: -0.51 -3.28 4.91  -0.17
C: 0.78 -2.81 5.29  0.01
C: 1.48 -3.46 6.27  0.00
C: 0.92 -4.59 6.90  0.05
C: -0.35 -5.06 6.56  0.00
C: -1.07 -4.40 5.60  0.04
H: -6.18 1.71 0.65  0.13
H: -7.02 1.91 -1.54  0.13
H: -6.40 2.03 -3.92  0.12
H: -4.04 1.82 -4.61  0.12
H: -2.27 1.52 -2.88  0.11
H: -2.74 2.19 0.58  0.21
H: -3.89 0.14 1.01  0.18
H: -3.20 -1.65 2.39  0.15
H: -2.36 -3.05 3.96  0.14
H: 1.20 -1.92 4.85  0.07
H: 2.44 -3.10 6.58  0.13
H: 1.48 -5.10 7.67  0.14
H: -0.77 -5.92 7.06  0.14
H: -2.07 -4.73 5.34  0.14
S: 5.45 -4.56 -0.45  1.10
C: 5.09 -5.94 0.49  -0.37
C: 3.94 -5.78 1.20  -0.17
C: 3.34 -4.52 0.98  -0.13
C: 4.05 -3.74 0.09  -0.50
C: 3.73 -2.39 -0.37  -0.18
C: 2.45 -1.85 -0.11  -0.09
N: 2.09 -0.62 -0.44  -0.07
C: 2.98 0.14 -1.15  -0.14
C: 4.25 -0.32 -1.50  -0.11
C: 5.11 0.55 -2.26  0.02
C: 4.70 1.78 -2.64  0.03
C: 3.39 2.26 -2.30  -0.10
C: 2.88 3.51 -2.69  0.07
C: 1.59 3.89 -2.33  -0.16
C: 0.84 2.99 -1.54  -0.01
N: 1.31 1.82 -1.17  -0.02
C: 2.56 1.43 -1.54  -0.15
C: 1.01 5.17 -2.72  -0.49
C: -0.31 5.54 -2.64  -0.11
C: -0.55 6.85 -3.11  -0.15
C: 0.60 7.45 -3.55  -0.37
S: 1.95 6.44 -3.38  1.10
C: 4.62 -1.60 -1.08  0.07
H: 5.75 -6.79 0.47  0.08
H: 3.54 -6.54 1.86  0.11
H: 2.42 -4.20 1.46  0.10
H: 1.70 -2.47 0.37  0.07
H: 6.10 0.20 -2.51  0.13
H: 5.35 2.42 -3.21  0.14
H: 3.49 4.16 -3.29  0.12
H: -0.15 3.24 -1.20  0.12
H: -1.10 4.90 -2.27  0.11
H: -1.51 7.33 -3.14  0.11
H: 0.72 8.44 -3.95  0.08
H: 5.61 -1.97 -1.32  0.12
C: -1.48 -1.65 -4.36  -0.20
S: -1.20 -1.44 -2.61  0.93
O: -0.03 -0.44 -2.53  -0.60
C: -0.53 -3.02 -2.20  -0.42
C: 0.64 -3.49 -2.79  -0.07
C: 1.12 -4.74 -2.44  -0.04
C: 0.43 -5.51 -1.51  -0.05
C: -0.73 -5.04 -0.91  -0.06
C: -1.22 -3.78 -1.26  -0.10
H: -0.55 -1.93 -4.84  0.07
H: -1.85 -0.70 -4.74  0.06
H: -2.24 -2.42 -4.49  0.08
H: 1.18 -2.88 -3.50  0.12
H: 2.02 -5.12 -2.89  0.12
H: 0.80 -6.50 -1.25  0.12
H: -1.28 -5.65 -0.21  0.11
H: -2.14 -3.41 -0.83  0.10

Kohn-Sham gap (alpha / beta)   2.617 / 2.553 eV
Total charge   +3
Strongest force on any atom   1.41 eV/Å
ΔE to the lowest compared entry with this formula, charge and spin   26.8 kcal per mole
HOMO energy (alpha / beta)   -14.06 / -14.05 eV
E_tot   -163012.4407 eV


The following is a quantum chemistry calculation of a structure of composition C43H34Cl3GeNO2PSSiTi, from the OMol25 dataset.

Each line ends with the Löwdin charge.
Cartesian coordinates (Å):
Ti: 0.84 -0.02 0.03  0.20
O: -1.69 -2.84 0.83  0.02
C: -0.79 -2.62 0.02  -0.55
O: -0.41 -1.31 -0.22  -0.31
C: -0.04 -3.58 -0.73  -0.16
C: -0.44 -4.95 -0.60  -0.06
C: 0.12 -5.95 -1.33  -0.13
C: 1.14 -5.66 -2.29  -0.14
C: 1.58 -4.36 -2.41  -0.16
C: 1.08 -3.30 -1.63  -0.31
P: 1.77 -1.67 -1.87  1.03
C: 3.59 -1.83 -2.07  -0.39
C: 4.29 -0.73 -2.57  -0.13
C: 5.67 -0.72 -2.59  -0.10
C: 6.38 -1.81 -2.09  -0.12
C: 5.70 -2.90 -1.57  -0.11
C: 4.31 -2.91 -1.56  -0.09
C: 1.24 -1.27 -3.60  -0.32
C: 1.99 -1.59 -4.73  -0.10
C: 1.49 -1.38 -6.00  -0.10
C: 0.22 -0.85 -6.17  -0.12
C: -0.54 -0.52 -5.05  -0.09
C: -0.03 -0.73 -3.78  -0.10
H: -1.24 -5.15 0.10  0.10
H: -0.24 -6.97 -1.21  0.08
H: 1.56 -6.44 -2.91  0.07
H: 2.35 -4.15 -3.13  0.09
H: 3.74 0.13 -2.93  0.10
H: 6.20 0.15 -2.97  0.10
H: 7.47 -1.80 -2.09  0.09
H: 6.24 -3.74 -1.16  0.10
H: 3.77 -3.75 -1.13  0.10
H: 2.99 -2.01 -4.61  0.10
H: 2.09 -1.64 -6.87  0.09
H: -0.18 -0.68 -7.17  0.09
H: -1.53 -0.10 -5.17  0.10
H: -0.62 -0.47 -2.91  0.08
S: 1.14 1.80 -1.55  0.54
C: 0.25 2.70 -0.17  -0.89
N: 1.09 3.75 0.43  0.02
C: 0.83 5.08 0.41  -0.17
C: -0.29 5.59 -0.14  -0.14
C: -1.24 4.65 -0.70  -0.12
C: -1.00 3.34 -0.72  -0.13
H: 1.90 3.40 0.91  0.07
H: 1.58 5.70 0.88  0.11
H: -0.47 6.66 -0.13  0.07
H: -2.18 5.02 -1.11  0.09
H: -1.71 2.64 -1.14  0.09
Cl: 5.22 -0.82 1.56  0.06
Si: 3.46 0.17 0.87  -0.27
Cl: 1.95 -1.33 1.81  0.19
Cl: 3.51 1.73 2.38  0.05
C: 0.04 1.54 0.77  -0.43
Ge: -1.53 1.32 1.83  0.95
C: -3.07 0.43 1.02  -0.26
C: -4.11 -0.05 1.81  -0.13
C: -5.20 -0.72 1.25  -0.10
C: -5.26 -0.91 -0.12  -0.11
C: -4.24 -0.43 -0.93  -0.09
C: -3.16 0.23 -0.36  -0.10
C: -1.03 0.22 3.38  -0.26
C: -1.40 -1.12 3.51  -0.11
C: -0.93 -1.89 4.56  -0.10
C: -0.07 -1.35 5.50  -0.12
C: 0.32 -0.02 5.38  -0.11
C: -0.15 0.75 4.33  -0.12
C: -2.21 3.02 2.57  -0.23
C: -1.29 3.99 2.98  -0.11
C: -1.72 5.19 3.55  -0.10
C: -3.07 5.44 3.71  -0.12
C: -4.00 4.49 3.28  -0.11
C: -3.57 3.30 2.72  -0.10
H: -4.07 0.06 2.89  0.10
H: -5.98 -1.10 1.89  0.09
H: -6.10 -1.44 -0.56  0.09
H: -4.27 -0.59 -2.00  0.10
H: -2.35 0.57 -1.00  0.08
H: -2.02 -1.58 2.74  0.08
H: -1.21 -2.94 4.62  0.10
H: 0.31 -1.96 6.31  0.09
H: 1.02 0.41 6.10  0.09
H: 0.20 1.77 4.23  0.09
H: -0.23 3.83 2.82  0.09
H: -0.99 5.93 3.85  0.09
H: -3.41 6.37 4.15  0.09
H: -5.06 4.69 3.39  0.09
H: -4.30 2.58 2.37  0.08

Kohn-Sham gap (alpha / beta)   4.172 / 6.444 eV
Total charge   -2
Strongest force on any atom   0.94 eV/Å
ΔE to the lowest compared entry with this formula, charge and spin   0.0 kcal per mole
HOMO energy (alpha / beta)   0.22 / -2.05 eV
Spin multiplicity   2
E_tot   -195933.8870 eV


The following is a quantum chemistry calculation of a structure of composition C43H34F4N7O7PS2Ti, from the OMol25 dataset.

Each line ends with the Löwdin charge.
Cartesian coordinates (Å):
Ti: -0.15 0.90 0.28  0.88
C: -5.02 5.40 -2.72  -0.04
C: -3.51 5.37 -2.41  -0.55
C: -2.83 4.40 -3.38  -0.06
C: -2.92 6.77 -2.63  -0.04
C: -3.29 4.95 -0.96  -0.17
C: -3.86 5.73 0.07  -0.04
C: -3.64 5.45 1.41  -0.08
C: -2.84 4.37 1.74  -0.46
S: -2.31 3.80 3.29  1.12
C: -1.40 2.54 2.49  -0.49
N: -1.51 2.52 1.19  0.04
C: -2.29 3.57 0.73  -0.27
C: -2.51 3.86 -0.62  0.02
C: -0.55 1.59 3.21  -0.26
C: -0.49 1.59 4.61  -0.07
C: 0.32 0.67 5.25  -0.10
C: 1.06 -0.23 4.48  -0.08
C: 1.01 -0.19 3.10  -0.11
C: 0.21 0.73 2.41  -0.16
H: -5.18 5.71 -3.76  0.08
H: -5.55 6.10 -2.08  0.07
H: -5.46 4.41 -2.59  0.08
H: -3.02 4.72 -4.41  0.09
H: -3.20 3.38 -3.28  0.07
H: -1.75 4.39 -3.23  0.08
H: -3.04 7.07 -3.67  0.08
H: -1.86 6.77 -2.39  0.09
H: -3.41 7.51 -2.00  0.08
H: -4.48 6.58 -0.18  0.10
H: -4.08 6.08 2.18  0.10
H: -2.03 3.24 -1.35  0.06
H: -1.07 2.29 5.20  0.08
H: 0.38 0.65 6.33  0.09
H: 1.69 -0.96 4.98  0.10
H: 1.60 -0.91 2.53  0.09
O: 1.53 -6.09 -4.50  -0.06
C: 1.40 -6.28 -3.28  -0.70
O: 1.50 -7.33 -2.62  -0.07
C: 0.97 -5.03 -2.46  -0.10
C: 0.85 -5.08 -1.08  0.00
C: 0.41 -3.95 -0.39  -0.13
N: 0.09 -2.81 -0.98  0.12
C: 0.22 -2.77 -2.30  -0.20
C: 0.67 -3.83 -3.08  0.06
C: -0.21 -1.52 -3.01  -0.41
O: -0.10 -1.32 -4.18  0.12
O: -0.80 -0.61 -2.15  -0.21
H: 1.07 -6.01 -0.58  0.11
H: 0.30 -3.98 0.69  0.10
H: 0.76 -3.75 -4.16  0.12
F: 7.12 -0.41 0.14  0.12
C: 6.48 0.46 0.91  -0.16
C: 7.23 1.28 1.69  -0.15
F: 8.56 1.15 1.62  0.11
C: 6.69 2.27 2.56  -0.05
C: 5.27 2.30 2.52  -0.15
C: 4.52 1.48 1.75  -0.15
F: 3.19 1.61 1.81  0.11
C: 5.06 0.49 0.88  -0.04
C: 4.27 -0.35 0.07  -0.14
C: 2.87 -0.22 -0.02  -0.10
N: 1.72 -0.13 -0.10  0.16
C: 4.80 -1.38 -0.76  -0.21
N: 5.21 -2.22 -1.42  0.17
F: 4.63 3.19 3.29  0.11
C: 7.47 3.12 3.36  -0.17
C: 6.93 4.10 4.23  -0.22
N: 6.57 4.91 4.97  0.14
C: 8.89 3.10 3.38  -0.23
N: 10.04 3.15 3.46  0.14
C: -5.21 1.31 -1.66  -0.07
C: -4.08 0.48 -1.08  -0.31
O: -3.23 -0.01 -2.13  -0.26
P: -1.81 0.68 -2.40  0.88
O: 0.61 2.34 -0.63  -0.39
C: 1.35 3.50 -0.39  -0.37
C: 0.98 4.60 -1.37  -0.08
O: -1.95 0.78 -4.00  -0.28
C: -0.92 1.52 -4.69  -0.31
C: -1.03 1.20 -6.16  -0.07
H: -5.91 1.60 -0.87  0.08
H: -5.75 0.75 -2.42  0.08
H: -4.82 2.23 -2.11  0.04
H: -4.46 -0.40 -0.56  0.09
H: -3.49 1.05 -0.36  0.08
H: 2.42 3.27 -0.50  0.11
H: 1.20 3.84 0.64  0.11
H: 1.09 4.26 -2.40  0.07
H: 1.63 5.47 -1.22  0.07
H: -0.05 4.92 -1.22  0.05
H: 0.06 1.23 -4.31  0.11
H: -1.07 2.59 -4.50  0.09
H: -0.90 0.13 -6.31  0.07
H: -0.25 1.72 -6.71  0.08
H: -2.00 1.50 -6.56  0.07
S: -3.25 -2.76 0.91  0.53
C: -2.28 -1.47 0.78  -0.94
N: -1.62 -0.50 0.70  -0.02

Kohn-Sham gap (alpha / beta)   6.457 / 4.723 eV
Total charge   -2
Strongest force on any atom   0.46 eV/Å
ΔE to the lowest compared entry with this formula, charge and spin   47.3 kcal per mole
HOMO energy (alpha / beta)   -3.46 / -3.46 eV
Spin multiplicity   3
E_tot   -134856.4243 eV


The following is a quantum chemistry calculation of a cluster of 6 separate species, C43H35BrF5NS in total at a distorted geometry, from the OMol25 dataset.

Each line ends with the Löwdin charge.
Cartesian coordinates (Å):
C: 3.33 -0.72 0.85  -0.03
C: 2.56 -1.22 -0.36  -0.20
C: 3.10 -2.34 -1.08  -0.05
C: 2.46 -2.88 -2.16  -0.09
C: 1.25 -2.34 -2.60  -0.09
C: 0.73 -1.26 -1.93  -0.44
C: 1.37 -0.68 -0.83  -0.24
N: 0.81 0.45 -0.18  0.10
C: -0.56 0.30 0.16  -0.28
C: -0.98 0.61 1.45  -0.02
C: -2.31 0.45 1.78  -0.14
C: -3.20 -0.01 0.84  -0.67
Br: -5.02 -0.23 1.42  0.71
C: -2.82 -0.29 -0.46  -0.15
C: -1.49 -0.13 -0.77  -0.44
S: -0.82 -0.49 -2.40  1.03
H: 2.58 -0.38 1.58  0.07
H: 3.80 -1.60 1.34  0.06
H: 4.07 0.06 0.63  0.09
H: 4.05 -2.73 -0.72  0.12
H: 2.88 -3.75 -2.67  0.10
H: 0.72 -2.76 -3.45  0.11
H: 1.34 0.73 0.63  0.10
H: -0.23 0.97 2.15  0.12
H: -2.63 0.67 2.80  0.11
H: -3.54 -0.65 -1.20  0.11
F: -5.66 5.39 -2.95  0.04
C: -4.67 4.49 -3.15  -0.28
C: -4.70 3.29 -2.47  -0.01
C: -3.68 2.37 -2.67  -0.07
C: -2.64 2.66 -3.54  -0.09
C: -2.62 3.88 -4.21  -0.08
C: -3.64 4.80 -4.02  -0.02
H: -5.51 3.08 -1.78  0.12
H: -3.70 1.43 -2.15  0.08
H: -1.84 1.95 -3.70  0.07
H: -1.81 4.11 -4.89  0.11
H: -3.65 5.75 -4.54  0.12
F: 4.86 -2.58 2.99  0.04
C: 4.72 -1.80 4.08  -0.29
C: 3.63 -1.99 4.91  -0.02
C: 3.49 -1.18 6.03  -0.08
C: 4.43 -0.20 6.31  -0.10
C: 5.52 -0.02 5.46  -0.08
C: 5.67 -0.83 4.35  -0.02
H: 2.90 -2.75 4.67  0.12
H: 2.64 -1.32 6.69  0.11
H: 4.32 0.43 7.18  0.10
H: 6.25 0.75 5.67  0.11
H: 6.52 -0.72 3.68  0.12
F: -9.71 7.69 1.47  0.06
C: -8.98 8.06 0.41  -0.29
C: -8.77 9.41 0.18  -0.02
C: -8.01 9.80 -0.92  -0.09
C: -7.49 8.84 -1.77  -0.09
C: -7.72 7.49 -1.54  -0.08
C: -8.47 7.10 -0.44  -0.01
H: -9.19 10.14 0.86  0.12
H: -7.83 10.85 -1.10  0.10
H: -6.90 9.14 -2.63  0.10
H: -7.32 6.75 -2.21  0.08
H: -8.65 6.05 -0.23  0.12
F: -2.04 -2.72 3.22  0.06
C: -1.04 -3.60 2.99  -0.28
C: -1.06 -4.81 3.65  -0.02
C: -0.03 -5.72 3.41  -0.08
C: 0.99 -5.40 2.53  -0.09
C: 1.00 -4.17 1.89  -0.08
C: -0.03 -3.27 2.11  -0.01
H: -1.86 -5.04 4.33  0.12
H: -0.04 -6.68 3.91  0.10
H: 1.79 -6.10 2.36  0.10
H: 1.79 -3.88 1.21  0.10
H: -0.05 -2.31 1.61  0.10
F: 3.90 -5.59 -4.03  0.05
C: 5.17 -5.23 -3.77  -0.30
C: 5.98 -6.08 -3.04  -0.02
C: 7.29 -5.70 -2.78  -0.08
C: 7.77 -4.48 -3.23  -0.10
C: 6.94 -3.64 -3.96  -0.08
C: 5.64 -4.01 -4.23  -0.02
H: 5.59 -7.02 -2.69  0.12
H: 7.94 -6.36 -2.22  0.10
H: 8.79 -4.19 -3.02  0.10
H: 7.31 -2.68 -4.31  0.11
H: 4.98 -3.37 -4.80  0.12

Kohn-Sham gap   8.576 eV
Total charge   0
Strongest force on any atom   2.20 eV/Å
SMILES   Cc1cccc2c1Nc1ccc(Br)cc1S2.Fc1ccccc1.Fc1ccccc1.Fc1ccccc1.Fc1ccccc1.Fc1ccccc1
HOMO energy   -8.03 eV
E_tot   -141114.4319 eV